(1)
The following is a DFT calculation (the ωB97M-V functional and the def2-TZVPD basis) of a 8-piece molecular cluster, C47H97BBrFN3O17S7 overall at a distorted geometry.

Atoms and positions in Å:
C1 2.5386 -1.0586 -0.6724
C2 2.2882 -0.7268 -2.1689
C3 1.3394 -1.7601 -2.7652
O1 0.1202 -1.8439 -2.0100
C4 -0.9573 -1.4248 -2.8483
C5 -2.1436 -0.9339 -2.0028
Br1 -1.4887 0.6916 -1.1134
N1 -2.2912 -1.9613 -0.9343
C6 -3.6031 -2.0494 -0.2433
C7 -3.8628 -0.9681 0.8291
F1 -2.7413 -0.7185 1.5711
C8 -4.5607 0.3036 0.3480
C9 -5.9699 0.4017 0.9506
C10 -4.7516 -2.2325 -1.2294
C11 -4.6100 -1.5963 -2.6605
C12 -5.9296 -0.8221 -2.8444
N2 -5.8912 0.1497 -3.9074
C13 -7.1341 0.8918 -4.0619
B1 -4.5024 -2.8803 -3.6199
O2 -3.2624 -3.4723 -3.6513
N3 -5.5662 -3.5203 -4.3749
C14 -6.0478 -2.7684 -5.5433
C15 -6.6169 -4.1513 -3.5860
C16 -3.3788 -0.6844 -2.9083
O3 -2.9271 -0.7375 -4.2408
C17 -2.9914 0.4815 -4.9758
C18 -2.1039 1.6354 -4.4995
C19 -2.8579 2.7277 -3.7171
H1 1.7959 -0.6154 -0.0232
H2 2.3898 -2.1360 -0.5928
H3 3.5546 -0.8503 -0.3813
H4 1.8626 0.2712 -2.1817
H5 3.2621 -0.7272 -2.6404
H6 1.8345 -2.7219 -2.6527
H7 1.1517 -1.6225 -3.8261
H8 -1.2399 -2.2840 -3.4526
H9 -0.5814 -0.6484 -3.4984
H10 -2.1161 -2.8715 -1.3692
H11 -1.5500 -1.8629 -0.2373
H12 -3.5589 -2.9620 0.3423
H13 -4.5502 -1.4579 1.5122
H14 -4.5414 0.4465 -0.7235
H15 -4.0040 1.1316 0.7755
H16 -6.5905 -0.4403 0.6724
H17 -6.4124 1.3504 0.6773
H18 -5.8475 0.4382 2.0271
H19 -5.6449 -1.8815 -0.7274
H20 -4.8971 -3.3046 -1.3212
H21 -6.1484 -0.2728 -1.9293
H22 -6.7738 -1.5031 -2.9956
H23 -5.5472 -0.2210 -4.7731
H24 -7.4034 0.9923 -5.1049
H25 -7.9533 0.4876 -3.4747
H26 -6.9732 1.9108 -3.7121
H27 -3.2881 -4.1936 -4.2827
H28 -6.1504 -3.4574 -6.3677
H29 -5.3246 -2.0258 -5.8707
H30 -7.0210 -2.3385 -5.3287
H31 -7.5576 -4.1245 -4.1191
H32 -6.7553 -3.6586 -2.6200
H33 -6.4092 -5.1936 -3.3570
H34 -3.7098 0.3327 -2.7269
H35 -2.6579 0.2225 -5.9746
H36 -3.9907 0.8812 -5.1039
H37 -1.1951 1.3255 -3.9964
H38 -1.7741 2.1414 -5.4027
H39 -3.7075 3.0062 -4.3331
H40 -3.1869 2.4018 -2.7385
H41 -2.2136 3.5974 -3.6857
C20 -10.7298 -5.1726 -8.7346
C21 -11.1169 -3.7189 -9.0359
C22 -10.2521 -2.8199 -8.1424
S1 -8.7334 -3.7290 -7.8406
O4 -8.6636 -4.0493 -6.4339
O5 -7.6396 -3.0851 -8.5241
C23 -9.2043 -5.2051 -8.7315
H42 -11.1408 -5.8618 -9.4695
H43 -11.1107 -5.4605 -7.7526
H44 -10.9151 -3.4984 -10.0853
H45 -12.1762 -3.5393 -8.8629
H46 -10.0092 -1.8766 -8.6242
H47 -10.7253 -2.6339 -7.1805
H48 -8.7897 -6.0790 -8.2350
H49 -8.8044 -5.1215 -9.7412
C24 -2.0900 6.1554 0.3623
C25 -2.0777 7.5625 -0.2490
C26 -1.7394 7.4127 -1.7386
S2 -2.3277 5.7888 -2.2237
O6 -1.1821 4.9822 -2.5743
O7 -3.4606 5.9266 -3.1041
C27 -2.8977 5.2925 -0.6028
H50 -2.5248 6.1517 1.3601
H51 -1.0692 5.7737 0.4384
H52 -3.0591 8.0167 -0.1395
H53 -1.3627 8.2111 0.2516
H54 -2.2351 8.1650 -2.3468
H55 -0.6657 7.4426 -1.9141
H56 -2.7349 4.2245 -0.4697
H57 -3.9611 5.5221 -0.5439
C28 4.9607 -5.5551 0.8406
C29 5.7641 -5.2886 2.1205
C30 6.4832 -3.9463 1.9386
S3 5.4713 -2.9834 0.8137
O8 6.2016 -2.7713 -0.4089
O9 4.8672 -1.8883 1.5317
C31 4.2383 -4.2495 0.5230
H58 4.2591 -6.3784 0.9665
H59 5.6395 -5.8125 0.0252
H60 5.0828 -5.2309 2.9725
H61 6.4753 -6.0855 2.3264
H62 6.5816 -3.4094 2.8764
H63 7.4609 -4.0752 1.4830
H64 3.8850 -4.1862 -0.5035
H65 3.4144 -4.0749 1.2159
C32 0.5452 -1.2711 3.6674
C33 1.0805 -1.1346 5.0974
C34 1.8136 0.2102 5.1853
S4 1.0344 1.2850 3.9760
O10 1.9925 1.5972 2.9475
O11 0.2916 2.3176 4.6542
C35 -0.1035 0.0629 3.3379
H66 -0.1663 -2.0940 3.5774
H67 1.3672 -1.4602 2.9859
H68 0.2455 -1.1453 5.8018
H69 1.7414 -1.9592 5.3611
H70 1.7232 0.6617 6.1697
H71 2.8633 0.1151 4.9154
H72 -0.2471 0.2185 2.2744
H73 -1.0486 0.1822 3.8673
C36 9.0881 -3.6871 7.1732
C37 10.5552 -3.7902 6.7467
C38 10.6178 -4.7248 5.5301
S5 9.0301 -4.5776 4.7062
O12 8.3392 -5.8418 4.7895
O13 9.2012 -3.8956 3.4462
C39 8.3002 -3.4508 5.8884
H74 8.9329 -2.8842 7.8911
H75 8.7707 -4.6223 7.6392
H76 10.9217 -2.7997 6.4720
H77 11.1814 -4.1579 7.5570
H78 11.4042 -4.4411 4.8354
H79 10.7432 -5.7644 5.8265
H80 7.2376 -3.6629 5.9860
H81 8.4496 -2.4381 5.5144
C40 15.1269 -2.2388 8.2025
C41 15.2228 -1.6284 9.6065
C42 13.8786 -0.9521 9.9059
S6 12.6445 -1.8456 8.9561
O14 12.0976 -0.9598 7.9577
O15 11.7926 -2.5918 9.8487
C43 13.7880 -2.9688 8.1570
H82 15.9556 -2.9138 7.9969
H83 15.1441 -1.4456 7.4524
H84 15.4072 -2.4197 10.3352
H85 16.0434 -0.9178 9.6821
H86 13.6193 -1.0055 10.9596
H87 13.8660 0.0838 9.5737
H88 13.4458 -3.1824 7.1477
H89 13.8169 -3.8850 8.7464
C44 -1.1592 12.4429 -0.4331
C45 -2.1414 13.5614 -0.0626
C46 -3.4161 12.8950 0.4710
S7 -2.9039 11.3250 1.1766
O16 -3.4870 10.2566 0.3990
O17 -3.0418 11.3701 2.6082
C47 -1.1734 11.4712 0.7431
H90 -0.1584 12.8280 -0.6197
H91 -1.5000 11.9368 -1.3391
H92 -1.7012 14.1889 0.7142
H93 -2.3620 14.2028 -0.9137
H94 -3.8956 13.4888 1.2441
H95 -4.1250 12.6847 -0.3271
H96 -0.7733 10.4903 0.5001
H97 -0.6523 11.8851 1.6053

For the LUMO energy, the calculation gives -2.06 eV. As for the HOMO energy: -10.48 eV. The total charge is +1. The total energy is -238865.498 eV.

Mulliken atomic charge list, values in e, 2 entries: atom 1 (C): -0.78, atom 2 (C): -0.56

(2)
The following is a DFT calculation (the ωB97M-V functional and the def2-TZVPD basis) of a 6-piece molecular cluster, C48H106N6O8 overall at a distorted geometry.

Atoms and positions in Å:
C1 0.9157 0.0883 1.2083
C2 0.9455 0.0159 -0.3487
C3 1.9032 1.0025 -0.9529
C4 1.7213 -1.3863 -0.5251
C5 0.9341 -2.6714 -0.3608
C6 -0.4109 -2.6147 -1.0770
C7 -1.1879 -1.2420 -0.9491
C8 -2.1991 -1.2482 -2.0764
C9 -1.7661 -1.1884 0.4226
N1 -0.3196 -0.0719 -1.0655
O1 -0.9463 1.1245 -1.2737
H1 0.1294 0.7057 1.6428
H2 1.1845 -0.7852 1.8024
H3 1.7970 0.6490 1.5198
H4 2.8825 1.0714 -0.4791
H5 2.0459 0.9419 -2.0318
H6 1.4827 2.0026 -0.8481
H7 2.1522 -1.4517 -1.5242
H8 2.6992 -1.5079 -0.0594
H9 1.4825 -3.4692 -0.8617
H10 0.7068 -2.8580 0.6888
H11 -1.1647 -3.3325 -0.7533
H12 -0.1421 -2.8375 -2.1096
H13 -1.8263 -1.5111 -3.0663
H14 -2.7213 -0.2973 -2.1817
H15 -3.0813 -1.8595 -1.8863
H16 -2.6464 -1.8312 0.4137
H17 -2.0931 -0.2075 0.7674
H18 -1.0053 -1.4032 1.1730
H19 -0.9790 1.0823 -2.2322
C10 -5.3785 -3.5414 1.6596
C11 -6.5837 -3.5198 2.6127
C12 -7.9064 -3.0826 1.9789
C13 -6.8572 -4.9298 3.1222
C14 -5.9339 -5.4840 4.2286
C15 -5.9082 -4.4083 5.3161
C16 -5.4524 -3.0146 4.8998
C17 -5.8285 -2.1970 6.1095
C18 -3.9086 -3.1557 4.6894
N2 -6.2025 -2.6509 3.7138
O2 -6.3391 -1.3394 3.4869
H20 -4.9240 -2.5878 1.3912
H21 -4.6615 -4.2840 2.0096
H22 -5.5218 -4.0371 0.6994
H23 -7.7734 -2.2035 1.3483
H24 -8.2892 -3.9030 1.3718
H25 -8.6181 -2.7974 2.7537
H26 -7.8455 -4.8866 3.5800
H27 -6.9390 -5.5682 2.2425
H28 -6.3114 -6.4193 4.6420
H29 -4.9411 -5.6703 3.8190
H30 -5.1874 -4.8378 6.0118
H31 -6.8994 -4.3146 5.7598
H32 -6.9093 -2.1669 6.2472
H33 -5.4301 -1.1829 6.0769
H34 -5.5046 -2.5005 7.1050
H35 -3.5967 -2.1420 4.4380
H36 -3.3961 -3.8122 3.9861
H37 -3.4526 -3.3064 5.6679
H38 -7.1701 -1.1508 3.9290
C19 5.0455 -1.9854 2.0392
C20 5.2534 -1.8400 3.5004
C21 3.9738 -2.1895 4.2273
C22 6.3488 -2.9332 4.0919
C23 7.7603 -2.3878 3.8752
C24 7.9385 -1.1381 4.6554
C25 7.0676 -0.0554 4.0018
C26 6.9897 1.1386 5.0224
C27 7.7544 0.4355 2.6701
N3 5.6926 -0.4602 3.8463
O3 4.6556 0.5368 3.4948
H39 5.9401 -1.6515 1.5137
H40 4.8655 -3.0404 1.8322
H41 4.1640 -1.5099 1.6091
H42 3.2923 -1.3682 4.0054
H43 3.4045 -3.0725 3.9370
H44 3.9972 -2.1354 5.3157
H45 6.2939 -3.0916 5.1690
H46 6.3054 -3.9135 3.6175
H47 8.4776 -3.1464 4.1884
H48 8.0378 -2.2857 2.8261
H49 8.9735 -0.8417 4.8257
H50 7.6017 -1.2601 5.6849
H51 6.7966 2.0852 4.5178
H52 7.9424 1.1390 5.5520
H53 6.1985 1.0289 5.7641
H54 8.6523 1.0069 2.9057
H55 7.0843 1.1657 2.2164
H56 7.8677 -0.3684 1.9428
H57 4.8642 0.7244 2.5767
C28 4.5556 4.4630 -6.1051
C29 4.9785 5.1895 -4.7685
C30 6.4020 4.8302 -4.3244
C31 4.8903 6.7142 -4.9381
C32 4.7693 7.5792 -3.7082
C33 3.6151 6.9437 -2.8459
C34 3.6155 5.4165 -2.5171
C35 4.5961 4.9402 -1.4754
C36 2.1043 5.1418 -2.1582
N4 3.9203 4.7003 -3.7732
O4 3.6795 3.3060 -3.8261
H58 3.4969 4.2909 -6.2992
H59 4.8206 4.9962 -7.0180
H60 4.7086 3.3839 -6.0860
H61 6.3502 3.9081 -3.7455
H62 7.1075 4.7289 -5.1491
H63 6.9468 5.5459 -3.7087
H64 5.7570 7.1869 -5.4001
H65 4.0623 6.8222 -5.6388
H66 5.6188 7.7172 -3.0393
H67 4.4915 8.6109 -3.9238
H68 2.7196 7.1231 -3.4409
H69 3.5609 7.4768 -1.8967
H70 4.6220 3.8586 -1.3430
H71 4.2526 5.4816 -0.5939
H72 5.5748 5.3692 -1.6901
H73 1.5749 4.4855 -2.8489
H74 1.5683 6.0457 -1.8687
H75 1.9933 4.6766 -1.1787
H76 2.8025 3.3575 -4.2133
C37 -7.7610 -6.4152 -1.0767
O5 -7.0454 -5.3931 -1.6550
C38 -5.8728 -5.9367 -2.2908
C39 -5.4596 -4.9551 -3.4011
N5 -4.3445 -5.3638 -4.1604
C40 -3.0431 -4.9820 -3.5344
C41 -2.4335 -3.8138 -4.3029
O6 -1.9318 -4.1675 -5.6519
C42 -0.7761 -4.9076 -5.7004
H77 -7.0328 -6.9156 -0.4384
H78 -8.0917 -7.2126 -1.7422
H79 -8.6133 -6.1132 -0.4680
H80 -6.1676 -6.8808 -2.7490
H81 -5.0879 -6.1485 -1.5647
H82 -5.4334 -3.9298 -3.0321
H83 -6.3532 -5.0319 -4.0204
H84 -4.3230 -5.0281 -5.1128
H85 -2.2937 -5.7678 -3.4393
H86 -3.2013 -4.5605 -2.5417
H87 -1.4980 -3.5473 -3.8110
H88 -3.1729 -3.0214 -4.4188
H89 -0.7083 -5.5743 -4.8407
H90 0.1323 -4.3082 -5.6405
H91 -0.6239 -5.4725 -6.6201
C43 -0.2715 6.0010 -4.7122
O7 -0.6763 5.8962 -3.3994
C44 -1.9831 6.2217 -3.1897
C45 -2.3328 6.2426 -1.6789
N6 -1.9763 5.0448 -0.9124
C46 -1.6989 5.3727 0.5072
C47 -1.7912 4.0032 1.2103
O8 -1.3113 4.0067 2.5200
C48 -1.8490 3.1389 3.5020
H92 -0.3466 5.0823 -5.2939
H93 0.7666 6.2914 -4.5508
H94 -0.7134 6.7706 -5.3451
H95 -2.8100 5.5630 -3.4554
H96 -2.1945 7.1673 -3.6889
H97 -3.3770 6.5079 -1.5131
H98 -1.7534 7.0468 -1.2254
H99 -1.1502 4.7615 -1.4197
H100 -2.4034 5.9838 1.0713
H101 -0.7215 5.8458 0.6027
H102 -0.9821 3.4250 0.7641
H103 -2.7053 3.4263 1.0703
H104 -1.2260 3.4617 4.3361
H105 -1.6940 2.0610 3.5482
H106 -2.8813 3.4337 3.6909

For the LUMO energy, the calculation gives 0.45 eV. For the energy relative to the best compared isomer or geometry (same formula, charge and spin), the calculation gives 7.408 eV. As for the HOMO energy: -7.65 eV. Its SMILES is CC1(C)CCCC(C)(C)N1O.CC1(C)CCCC(C)(C)N1O.CC1(C)CCCC(C)(C)N1O.CC1(C)CCCC(C)(C)N1O.COCCNCCOC.COCCNCCOC. The total energy is -76800.772 eV.

Mulliken atomic charge list, values in e, 2 entries: atom 1 (C): -2.00, atom 2 (C): 2.86

Q: Among the records above, which one has the highest LUMO?
A: C48H106N6O8

Q: The highest LUMO belongs to which entry?
A: C48H106N6O8

Q: Which of these has the highest HOMO?
A: C48H106N6O8

Q: LUMO of number 2 (C48H106N6O8)?
A: 0.45 eV